18
Properties=species:S:1:pos:R:3:forces:R:3:nbo_charge:R:1 method="wB97M-V/def2-TZVPD" e_lumo_ha=-0.1167 fmax_ev_per_a=1.83 orbital_gap_ev=11.3 charge=+1 homo_ha=-0.5315 relative_energy_kcal_mol=20.89 multiplicity=1
O 2.4882 -0.5125 -1.8602 0.4 0.5 -0.6 -0.98
O -1.8430 0.3899 -2.2918 0.0 -0.1 -0.6 -0.96
N 0.4337 -0.5258 0.1620 -1.0 1.4 -0.7 -0.70
C -1.6712 0.2936 0.9533 -0.7 0.1 -0.3 -0.35
C -0.3946 0.1788 1.2122 0.9 -1.2 0.4 0.13
C 0.3349 0.3512 2.5028 -0.3 0.3 0.0 -0.67
H 1.2857 0.8760 2.4045 -0.1 0.1 -0.1 0.24
H -1.2520 0.1208 -3.0071 0.1 0.0 0.1 0.48
H 2.6699 -1.0995 -2.6070 -0.3 -0.3 0.2 0.49
H -2.3624 0.6734 1.6904 0.1 0.2 0.1 0.24
H -0.3227 0.9008 3.1688 0.1 0.2 0.1 0.26
H 1.1622 -1.1087 0.5691 -0.1 -0.2 -0.3 0.45
H 0.5329 -0.6049 2.9877 0.0 -0.2 -0.1 0.24
H 0.8604 0.1388 -0.5046 0.4 -0.3 0.4 0.47
H -2.0977 0.0130 -0.0072 0.1 0.0 0.1 0.24
H -0.2351 -1.0155 -0.4430 0.4 -0.5 0.3 0.45
H 3.0297 0.2512 -2.1310 -0.3 -0.1 0.5 0.49
H -2.6189 0.6793 -2.7988 0.0 0.0 0.4 0.49



13
Properties=species:S:1:pos:R:3:forces:R:3:nbo_charge:R:1 method="wB97M-V/def2-TZVPD" e_lumo_ha=0.0366 fmax_ev_per_a=1.41 orbital_gap_ev=9.8 homo_ha=-0.3247 relative_energy_kcal_mol=4.27 multiplicity=1
F -2.5230 0.2111 0.6106 -0.1 -0.3 -0.1 -0.33
F -1.1084 2.0647 -0.2867 1.0 -0.3 0.0 -0.33
C 0.3262 0.1843 0.0319 -0.2 0.9 -0.4 -0.13
C 1.7440 -0.2741 0.2821 0.3 -0.2 0.6 -0.62
C -1.9963 -0.7680 -0.1472 0.9 0.2 0.1 0.27
C 0.0986 1.5052 0.0129 -0.3 -0.2 0.2 0.25
C -0.6754 -0.8307 -0.3691 -0.3 0.2 0.1 -0.33
H 1.7250 -1.0288 1.1227 0.3 0.8 -0.8 0.22
H 2.4326 0.5914 0.5319 -0.8 -1.1 -0.2 0.22
H 0.8633 2.2480 0.2551 -0.4 -0.2 -0.1 0.17
H 2.1335 -0.7847 -0.6223 -0.1 0.2 0.5 0.22
H -2.7648 -1.4380 -0.5082 0.2 -0.2 0.0 0.18
H -0.2554 -1.6803 -0.9138 -0.4 0.2 0.1 0.22